# 1
4 unconnected molecules or ions with the total composition C31H39F3N6S at a distorted geometry. Source: OMol25; level of theory: wB97M-V/def2-TZVPD.

Structure (XYZ):
```
80
Properties=species:S:1:pos:R:3:mulliken_charge:R:1
H -3.9006 -2.6202 -5.4064 0.37
H -8.0529 -2.5202 -1.1775 0.34
H -2.9315 2.7081 0.4108 0.39
H -4.2964 -1.7542 -1.1995 -0.35
H -1.9157 3.6253 1.6485 0.37
F -0.1280 1.2460 3.2202 -0.23
H 1.0471 2.3318 4.6879 0.12
H 2.8651 2.5249 6.3389 0.36
H 6.2908 -2.8045 0.5234 0.31
C 4.5253 1.1715 -1.2818 0.76
C 4.8394 1.9890 3.5987 0.18
H -6.0784 -0.4259 -0.1131 0.33
C 5.8763 -1.9681 1.1927 -1.14
H 3.0371 1.0434 5.4044 0.29
H -8.4203 -1.1952 -0.0788 0.36
H -6.1663 -2.1046 0.4112 0.33
H -2.6631 -4.7489 -5.8452 0.32
C 1.9718 1.8606 -1.3105 0.52
C 4.5524 -0.1794 -0.4941 -0.33
H -3.6820 -5.5951 -4.6853 0.31
F -1.5717 2.6482 4.4641 -0.27
C -1.5765 -2.9589 -4.0870 0.35
C -2.2576 -4.2623 -3.7770 -0.28
C 0.9491 0.6840 -1.1061 -0.88
C -1.4235 -0.3941 -0.1629 0.03
C -2.4876 1.5731 2.3582 -0.69
N 2.5549 4.4252 -0.7213 -0.59
H 4.8834 -2.2397 1.6908 0.30
H -5.4327 -1.1559 -2.4183 0.42
H 5.8101 3.1667 -1.6668 0.25
H -2.7972 -4.1678 -2.8305 0.17
C -4.3145 -3.5897 -5.1143 -0.76
N -5.8052 -4.3765 -2.3569 -0.52
S 1.6823 5.6400 0.1580 0.13
C -1.4677 1.5112 3.5800 0.90
H -1.4212 -0.7317 0.9478 0.20
C 2.0428 2.6302 4.3596 -0.76
H 1.2503 -0.2938 -1.6381 0.00
H -1.3311 -2.8764 0.4812 0.24
H -1.5000 -5.0411 -3.6586 0.37
C -2.0748 2.5801 1.1824 -0.91
H 2.0624 3.7221 4.2809 0.32
C 3.0938 2.1352 5.3423 -0.57
H 7.9178 2.4569 -0.1666 0.28
C -6.3039 -1.4424 -0.4499 -0.49
H 7.9332 0.1143 1.1830 0.25
C -7.7616 -1.5056 -0.8937 -1.25
C -3.2191 -4.6295 -4.9093 -0.52
F -1.8851 0.3869 4.3970 -0.31
C 7.0385 0.4115 0.5201 -0.59
N 5.1020 1.5363 2.5343 -0.32
C 5.7534 2.1473 -1.1375 -0.51
N -0.9426 -2.9342 -0.4767 -0.69
H -4.9943 -3.9042 -5.9104 0.35
H -4.8977 -3.4590 -4.1988 -0.12
C -5.5884 -3.2391 -2.0076 0.11
H 6.6470 -1.8137 2.0398 0.30
C -0.7524 2.1994 0.3674 0.01
H 2.1952 2.2104 3.3621 0.29
N 0.3055 4.7145 0.6408 -0.62
H -2.4560 -0.0581 -0.5273 0.10
H 5.2295 2.1957 5.6829 0.29
C 0.3254 3.3574 0.1613 0.26
H -3.4850 1.9753 2.7955 0.39
C 1.7107 3.2622 -0.6552 0.31
C 5.7935 -0.5677 0.3813 0.57
C 6.9986 1.7610 -0.2509 -0.45
H -0.5015 -1.5628 -2.0319 0.10
C 4.5064 2.5601 4.9485 -0.47
C -5.3255 -1.8280 -1.5619 0.46
N -1.0391 -1.9303 -4.3321 -0.58
H -7.9407 -0.8442 -1.7470 0.32
H 4.5852 3.6501 4.9083 0.28
C -0.9283 -1.7147 -0.9808 0.24
C 3.2933 1.5888 -2.2149 -1.23
H 3.5249 2.5165 -2.8582 0.38
H 3.6788 -0.9296 -0.5241 0.21
H -2.7286 0.5014 2.0156 0.16
C -0.4121 0.8402 -0.2846 1.07
H 2.9851 0.7645 -2.9702 0.40
```

Calculated values
M in g/mol: 584.8
E_HOMO in eV: -7.90
Gap between HOMO and LUMO in eV: 6.7
Total charge: 0
Energy in eV: -60696.1810

# 2
A molecular structure, C31H39FIN6O5Ru. Source: OMol25; level of theory: wB97M-V/def2-TZVPD.

Structure (XYZ):
```
84
Properties=species:S:1:pos:R:3:mulliken_spin:R:1
C 1.5355 -1.2198 4.1568 0.06
O -6.1277 4.3820 -1.9634 0.00
C -2.7684 3.5340 -1.0835 -0.02
C 4.0045 -2.2582 3.4620 -0.02
H -0.8472 3.9228 0.8639 0.00
C 4.3566 1.2728 0.8661 0.11
O 0.5672 -0.2744 -1.9540 0.07
C -3.2657 -3.1160 -0.2556 0.02
N 0.2287 0.8219 -3.9026 0.03
H -4.2728 -4.5908 0.9529 0.00
H 0.7059 1.5629 -4.4038 0.00
H 6.4331 -1.1997 -1.2762 0.00
C 4.4133 -3.1393 -1.2756 0.01
C -1.6770 3.2431 1.0640 0.03
H -4.6005 -1.5441 0.4276 0.00
H 3.2712 -0.3468 -2.9954 0.00
H -4.3995 -1.5983 -1.3226 0.00
C 3.7819 -1.7554 -1.4239 -0.17
C 4.4728 -0.6888 -0.6027 0.14
C 3.7259 -1.3325 -2.8939 0.01
C 3.7765 -1.8687 4.7790 0.05
C 6.4877 0.4954 0.0276 0.13
H 3.8476 3.9028 0.3384 0.00
H 4.7331 -1.2748 -3.3164 0.00
O -1.9565 1.1493 -0.0482 0.01
H 3.3089 0.8914 3.3829 0.00
N 0.7442 -1.5132 1.9182 0.59
C 3.5302 2.2340 1.6918 0.05
H 6.2263 2.1924 1.3103 0.00
H 3.2218 -2.4272 1.4791 0.03
H -2.5070 -4.5840 1.1568 0.00
C 1.7487 -1.5990 2.8063 -0.09
H 4.9734 -2.6521 3.1721 0.00
N -2.8367 3.6562 0.2821 0.00
C 3.6535 1.9059 3.1803 0.01
H -3.4761 -3.3150 1.8977 0.00
H 4.6944 1.9828 3.5078 0.00
C -3.0870 -4.0197 -1.4808 0.00
H 0.5707 -0.8022 4.4158 0.00
H 2.7499 -1.8172 -1.0595 0.12
H 0.3509 -0.0898 -4.3169 0.00
H 1.1271 2.1345 -0.9475 0.03
F -3.7164 3.6920 -3.2221 0.00
H 2.4857 2.0730 1.4112 -0.03
C 0.5163 0.8246 -2.5506 0.09
N -1.1411 -1.6207 -0.0149 -0.05
C -5.1085 4.1358 -1.3411 0.00
C -3.8182 3.7852 -1.8844 0.00
H -5.9547 4.3934 0.5050 0.00
H 3.8531 -3.8767 -1.8569 0.00
O -4.1755 4.0126 2.1136 0.00
C 3.0246 -2.1313 2.4998 0.11
H -3.9702 -4.6517 -1.5936 0.00
H 4.8790 3.9498 1.7749 0.00
H 3.1463 -2.0495 -3.4820 0.00
H -2.9633 -3.4263 -2.3859 0.00
H -2.2115 -4.6579 -1.3664 0.00
H -1.9474 3.3220 2.1133 0.00
H -5.3862 -2.8292 -0.5105 0.00
C 5.8461 -0.5244 -0.6617 -0.10
C -4.4903 -2.2104 -0.4264 0.01
C -1.2341 1.7944 0.7232 -0.07
C 3.6989 0.2130 0.1816 -0.12
C 0.7251 2.0919 -1.9479 0.51
H 7.5636 0.6081 -0.0374 0.01
C 5.7301 1.3852 0.7818 -0.08
H 3.0530 2.5957 3.7789 0.00
N -5.0832 4.1741 0.0474 0.00
H 3.1696 4.3548 1.9125 0.00
Ru 0.7054 -0.6287 0.2441 2.42
O -0.1306 1.4953 1.2290 0.05
H -1.8148 3.2202 -1.4845 0.02
C -2.0742 -2.2738 -0.1226 0.00
H 5.4438 -3.1501 -1.6392 0.00
C 2.5285 -1.3467 5.1075 -0.03
C -4.0209 3.9343 0.9089 0.00
N 2.3781 0.1012 0.2883 0.86
H 4.4219 -3.4621 -0.2329 0.00
H 0.2901 2.9655 -2.4047 0.01
C 3.8805 3.6948 1.4087 0.01
H 4.5554 -1.9567 5.5261 0.01
C -3.3870 -3.9563 1.0220 0.00
I 3.0308 3.0649 -3.7031 0.20
H 2.3290 -1.0236 6.1253 0.00
```

Calculated values
M in g/mol: 822.7
2S+1: 6
E_HOMO (spin up / spin down) in eV: -1.21 / -1.36
Gap between HOMO and LUMO (spin up / spin down) in eV: 5.0 / 5.2
Total charge: -2
Energy relative to the best compared isomer or geometry (same formula, charge and spin) in kJ/mol: 79.9
Energy in eV: -65359.5952

# 3
A molecular structure, C31H39GaGeN2O5Se. Source: OMol25; level of theory: wB97M-V/def2-TZVPD.

Structure (XYZ):
```
80
Properties=species:S:1:pos:R:3:mulliken_charge:R:1
O 0.0595 -0.2208 -2.1454 -0.51
C 0.0635 -2.9367 3.5783 0.74
N -1.6748 -2.3290 2.3559 0.19
H 3.6008 0.7240 3.0354 0.42
H 0.3117 2.1801 -3.9816 0.52
Se -1.0652 -2.9472 -0.3552 -0.13
H 0.9258 -2.8651 6.8091 0.44
C 0.2150 2.8815 -3.1585 -0.96
H 1.7235 -4.7417 2.3326 0.53
H -2.8069 -1.4030 -4.5523 0.56
H 1.8377 -3.2281 -2.8227 0.32
C -2.5356 3.0043 0.9708 0.00
C -3.4150 4.1249 1.5198 -1.50
H 5.0865 -1.4032 -1.1837 0.51
H -1.5687 5.0001 -1.0017 0.03
H 5.9908 0.5839 2.5346 0.46
C -0.6828 4.0831 -3.5370 -0.51
C -2.1202 1.3646 -0.9543 -0.39
H -3.0851 4.4491 2.5080 0.39
C -0.3317 5.3434 -2.7519 -0.69
H -1.4979 3.3468 0.9211 0.23
C -0.2001 -4.1779 -3.9167 -0.97
C -1.7284 -1.9611 4.8850 -1.06
C 1.1168 0.6072 2.7698 -1.98
C -1.1881 -2.3681 3.6707 0.72
H 1.3012 -4.2367 0.6978 0.31
C -0.0005 -2.8965 -3.4558 1.08
H 1.5705 1.5987 2.8535 0.58
H -2.5636 -1.9679 2.0604 0.29
O 1.1559 -2.5505 -2.7493 -0.29
H -4.4546 3.7967 1.6049 0.36
C -0.7834 -2.8398 1.5084 -0.55
H 0.5534 -4.9427 -3.7519 0.44
H 0.0346 0.7060 2.7559 0.14
C 1.4862 -3.8871 1.7035 -1.12
O 0.6413 -0.4906 0.7665 -0.78
C -0.5197 5.1875 -1.2472 -0.29
H 1.2147 3.2052 -2.8613 0.62
C 3.4032 -0.9066 0.0272 0.12
H -1.7458 3.8403 -3.4116 0.27
C -1.3661 -4.4674 -4.6118 -0.58
C -0.9303 -1.8902 -3.6645 0.09
C 2.9601 -0.2733 1.2181 1.41
H -2.5424 2.1534 1.6643 0.31
H -2.6325 0.8109 -1.7397 0.58
C 0.3416 -2.7295 5.9063 -0.74
H -0.5479 4.2798 -4.6020 0.38
H 0.6825 1.6627 -0.6245 -0.59
C -2.9910 2.5107 -0.4036 -0.82
N 0.2759 -3.2324 2.2167 0.34
C 0.8677 -3.1332 4.6945 -0.70
C 1.5683 -0.0877 1.5173 1.41
H 0.7054 5.6172 -2.9665 0.31
C -0.7597 -0.4876 -3.1996 1.07
H -0.9486 6.1680 -3.1098 0.37
H -4.0198 2.1460 -0.3211 0.53
H 6.7353 -0.4507 0.3925 0.45
H -0.2125 6.0815 -0.7023 0.47
C -2.3200 -3.4793 -4.8339 -0.91
Ga 0.7712 -1.4878 -0.9115 0.65
H -3.3982 4.9994 0.8611 0.32
H -1.5267 -5.4726 -4.9837 0.46
H 1.8520 -3.5854 4.6241 0.47
C 5.6770 -0.4107 0.6304 -0.50
H 1.4177 0.0316 3.6533 0.44
O 2.5935 -1.4938 -0.8461 0.16
H -2.7188 -1.5216 4.9566 0.46
C 5.2619 0.1818 1.8387 -1.00
C 4.7707 -0.9420 -0.2558 -0.72
H -1.8607 0.6679 -0.1550 -0.09
H 0.0919 4.3682 -0.8371 -0.07
H -3.0318 3.3450 -1.1096 0.26
C -0.9374 -2.1527 6.0003 -0.53
H -1.3126 -1.8552 6.9749 0.44
H 2.3240 -3.1898 1.7084 0.35
Ge -0.3979 1.8091 -1.6982 1.22
O -1.3727 0.4362 -3.6784 -0.57
C -2.0951 -2.1990 -4.3651 -0.79
H -3.2270 -3.7071 -5.3819 0.45
C 3.9283 0.2520 2.1130 -1.31
```

Calculated values
M in g/mol: 741.0
E_HOMO in eV: -14.03
Gap between HOMO and LUMO in eV: 8.3
Total charge: +2
Energy relative to the best compared isomer or geometry (same formula, charge and spin) in kJ/mol: 1.8
Energy in eV: -220226.5833